[1]
{"formula": "C6H9O6Zn", "method": "the ωB97M-V functional and the def2-TZVPD basis", "species": ["Zn", "C", "C", "O", "O", "H", "H", "H", "C", "C", "O", "O", "H", "H", "H", "C", "C", "O", "O", "H", "H", "H"], "xyz": [[-0.121718, -0.040305, -0.262062], [-2.146628, -0.756505, 2.975258], [-1.642728, -0.613495, 1.597558], [-0.841588, -1.456465, 1.149938], [-1.731958, 0.421625, 0.922698], [-2.491608, 0.225155, 3.299968], [-1.414578, -1.088195, 3.711588], [-2.983488, -1.450695, 3.051878], [3.605992, -0.561835, 1.206798], [2.265792, -0.240485, 0.512938], [1.477882, 0.602065, 0.969988], [1.840482, -0.725935, -0.562732], [4.093042, -1.509805, 0.978258], [3.280722, -0.582095, 2.246938], [4.342992, 0.234565, 1.103408], [-1.311948, 1.284385, -3.853192], [-0.818728, 0.760045, -2.496372], [-0.293688, 1.541875, -1.691042], [-0.892898, -0.422055, -2.209922], [-2.400128, 1.337685, -3.886682], [-0.844768, 0.747565, -4.678832], [-0.970458, 2.292905, -4.086372]], "atomic_forces_ev_per_a": [[0.389, 0.138, -0.510], [-1.358, 0.501, 1.183], [2.430, -0.260, -0.476], [0.627, -2.505, 0.174], [-1.990, 2.484, 0.099], [-0.190, -0.042, 0.072], [0.328, -0.101, -0.508], [-0.074, -0.043, -0.163], [-0.982, 0.129, 0.341], [-0.535, 0.351, -1.750], [0.141, 1.714, 3.186], [1.623, -2.530, -1.216], [-0.403, 0.033, -0.393], [0.423, -0.025, 0.227], [-0.243, 0.145, -0.151], [0.545, 0.558, -0.123], [0.288, 1.839, -1.237], [0.439, 1.921, 0.753], [-0.970, -3.327, -0.138], [0.030, -0.520, -0.182], [-0.572, -0.728, 0.093], [0.055, 0.267, 0.720]], "multiplicity": 1, "energy_ha": -2464.990572, "orbital_gap_ha": 0.319, "homo_energy_ev": -5.38, "total_charge": -1}

---

[2]
{"formula": "C6H9P", "method": "the ωB97M-V functional and the def2-TZVPD basis", "species": ["C", "C", "C", "C", "C", "C", "P", "H", "H", "H", "H", "H", "H", "H", "H", "H"], "xyz": [[0.064882, -1.001155, 1.627105], [0.050673, -1.156976, 0.250294], [1.257227, -0.415478, -0.252161], [-1.273689, -1.117478, -0.559161], [0.882932, 1.037198, -0.021067], [-0.323299, 1.003648, 0.909978], [-1.822406, 0.509158, 0.124919], [-0.704640, -1.410723, 2.261952], [2.172249, -0.616691, 0.293490], [1.408525, -0.598866, -1.315580], [-1.081310, -1.324515, -1.637569], [-1.710411, -2.052909, -0.152392], [1.786248, 1.725154, 0.364677], [0.469503, 1.437561, -1.078863], [-0.357574, 1.728064, 1.600124], [-1.710023, 1.159843, -1.143316]], "atomic_forces_ev_per_a": [[-1.746, 0.728, -2.028], [1.303, -0.312, 0.914], [0.093, 0.179, -1.257], [2.394, -2.710, 1.033], [0.280, 2.679, -1.415], [2.568, -2.736, -1.803], [-2.450, -0.113, -0.815], [-0.195, 0.233, 0.491], [-0.072, -0.510, 0.066], [0.318, -0.132, -0.046], [-0.270, 0.748, 0.708], [-0.945, 0.903, -0.329], [-2.077, -1.511, -0.939], [1.208, -0.289, 2.316], [-0.408, 2.485, 2.716], [-0.002, 0.358, 0.388]], "multiplicity": 1, "energy_ha": -575.120579, "orbital_gap_ha": [0.309, 0.246], "homo_energy_ev": [-8.83, -7.49]}

---

In eV, the energy above the lowest of the compared OMol25 structures with the same formula, charge and spin values for the records above are, in order, 1.083; 5.919.